Density functional theory data (ωB97M-V with the def2-TZVPD basis set) for a molecular structure, C43H84BI2NO40.

Calculated values
Orbital gap, eV: 9.1

```
! RIJCOSX wB97M-V def2-TZVPD def2/J DEFGRID3
* xyz 0 1
C -3.6604 5.3882 6.5385
B -3.3677 4.1472 5.4636
O -4.4699 3.7972 4.5480
C -1.8633 3.4629 5.4940
I -0.5998 5.2159 5.0288
O -1.5350 3.2610 6.9432
C -0.8497 1.9557 7.0306
O 0.1133 1.4973 7.8337
O -1.5123 1.1814 5.9667
C -1.5891 2.0408 4.7376
N -2.7219 1.3412 3.9908
C -0.1501 1.7134 4.0348
C -0.2719 1.0147 2.5306
C -0.6314 2.1346 1.3687
I 1.1225 3.4358 0.9297
H -2.7701 5.5412 7.2961
H -3.7173 6.4001 5.9089
H -4.6963 5.2526 7.0656
H -4.8207 4.7014 4.2259
H -3.1418 1.9548 3.2582
H -3.4302 0.9777 4.6665
H 0.4305 0.9192 4.7058
H 0.5741 2.6215 3.9084
H 0.8314 0.6332 2.2821
H -0.9504 0.0619 2.5085
H -0.9754 1.5653 0.3881
H -1.4983 2.8084 1.8305
C 4.8526 3.3554 2.0119
O 6.0319 2.7433 1.4935
C 5.8118 1.5804 0.8297
O 4.7265 1.0489 0.6548
O 7.0083 1.1113 0.3943
C 6.9299 -0.1167 -0.3267
H 5.1464 4.2768 2.5222
H 4.1644 3.6154 1.2011
H 4.3650 2.6991 2.7398
H 6.3248 0.0044 -1.2310
H 6.5254 -0.9119 0.3079
H 7.9433 -0.3980 -0.6263
C 3.9140 0.3689 -2.4728
O 3.7137 -0.7853 -3.2865
C 3.3079 -0.5125 -4.5522
O 3.1124 0.5988 -5.0188
O 3.1573 -1.6903 -5.2090
C 2.7304 -1.5567 -6.5633
H 4.2367 0.0330 -1.4835
H 4.6989 1.0059 -2.8931
H 2.9796 0.9277 -2.3588
H 3.4680 -0.9966 -7.1471
H 1.7486 -1.0748 -6.6128
H 2.6432 -2.5594 -6.9907
C -9.1305 4.7822 -0.1189
O -8.7011 3.5470 0.4504
C -7.4435 3.5740 0.9593
O -6.6918 4.5363 0.9627
O -7.1670 2.3450 1.4637
C -5.8667 2.2249 2.0370
H -10.1484 4.6455 -0.4943
H -9.1463 5.5718 0.6392
H -8.4884 5.0636 -0.9597
H -5.7519 2.9123 2.8813
H -5.0940 2.4040 1.2823
H -5.7541 1.2025 2.4083
C 3.9675 2.8131 -6.1575
O 4.0702 3.9227 -7.0477
C 5.1587 3.8901 -7.8573
O 6.0136 3.0185 -7.8747
O 5.1311 4.9951 -8.6443
C 6.2245 5.0947 -9.5546
H 3.0618 2.9429 -5.5587
H 3.8790 1.8763 -6.7170
H 4.8266 2.7811 -5.4797
H 6.2263 4.2491 -10.2500
H 7.1739 5.1540 -9.0126
H 6.1006 6.0147 -10.1324
C 12.2259 -1.7219 -0.0013
O 12.2425 -3.1481 -0.0010
C 11.0474 -3.7205 -0.2932
O 10.0102 -3.1268 -0.5440
O 11.2060 -5.0676 -0.2580
C 10.0208 -5.8059 -0.5483
H 13.2324 -1.3722 0.2445
H 11.9609 -1.3392 -0.9922
H 11.5349 -1.3437 0.7588
H 9.6676 -5.5865 -1.5611
H 9.2416 -5.5909 0.1900
H 10.2635 -6.8706 -0.4920
C 10.8670 4.5016 -13.9697
O 9.8069 4.8736 -14.8484
C 8.6799 5.2908 -14.2183
O 8.5197 5.3657 -13.0101
O 7.7619 5.6102 -15.1652
C 6.5162 6.0690 -14.6439
H 11.7170 4.1851 -14.5806
H 11.1803 5.3551 -13.3598
H 10.5663 3.6610 -13.3362
H 6.6555 6.9851 -14.0609
H 6.0416 5.2909 -14.0373
H 5.8592 6.2953 -15.4882
C -8.9514 -1.2454 2.6725
O -8.5221 -2.4806 3.2419
C -7.2645 -2.4536 3.7507
O -6.5128 -1.4913 3.7542
O -6.9880 -3.6826 4.2551
C -5.6876 -3.8027 4.8284
H -9.9693 -1.3820 2.2971
H -8.9672 -0.4557 3.4306
H -8.3093 -0.9640 1.8317
H -5.5729 -3.1153 5.6728
H -4.9150 -3.6235 4.0738
H -5.5750 -4.8250 5.1997
C -6.9245 -2.3479 -3.0994
O -7.1417 -0.9449 -3.2369
C -7.6674 -0.3508 -2.1360
O -7.9528 -0.9081 -1.0877
O -7.8205 0.9706 -2.4034
C -8.3685 1.7278 -1.3262
H -6.5025 -2.7181 -4.0378
H -6.2086 -2.5507 -2.2963
H -7.8699 -2.8689 -2.9178
H -7.7104 1.6879 -0.4522
H -9.3718 1.3696 -1.0737
H -8.4467 2.7692 -1.6504
C 5.1083 -1.0609 2.8262
O 4.5716 -2.3796 2.9100
C 3.2730 -2.4302 3.3004
O 2.5678 -1.4708 3.5712
O 2.8949 -3.7328 3.3372
C 1.5410 -3.9399 3.7350
H 6.1508 -1.1400 2.5056
H 4.5638 -0.4690 2.0833
H 5.0854 -0.5717 3.8052
H 0.8538 -3.4632 3.0285
H 1.3755 -3.5659 4.7505
H 1.3480 -5.0162 3.7293
C -8.1588 1.8767 5.4695
O -8.9543 2.1594 6.6191
C -10.2911 2.0494 6.4138
O -10.8323 1.7400 5.3638
O -10.9215 2.3430 7.5790
C -12.3441 2.2673 7.5118
H -7.1081 1.9953 5.7481
H -8.3127 0.8447 5.1379
H -8.3826 2.5815 4.6623
H -12.6653 1.2510 7.2619
H -12.7352 2.9879 6.7863
H -12.7430 2.5213 8.4978
C 1.0356 -6.9447 -0.9416
O 2.0456 -6.4460 -1.8165
C 2.1245 -5.0921 -1.8638
O 1.4242 -4.3107 -1.2393
O 3.1173 -4.7583 -2.7264
C 3.3159 -3.3541 -2.8775
H 1.0624 -8.0371 -0.9825
H 1.2305 -6.6339 0.0898
H 0.0446 -6.6123 -1.2669
H 3.6020 -2.8997 -1.9234
H 2.4160 -2.8781 -3.2802
H 4.1325 -3.2028 -3.5889
C -2.3020 -7.1663 7.7111
O -2.5023 -8.3205 6.8974
C -2.9080 -8.0477 5.6316
O -3.1036 -6.9364 5.1651
O -3.0586 -9.2255 4.9748
C -3.4855 -9.0919 3.6206
H -1.9792 -7.5022 8.7004
H -1.5171 -6.5293 7.2908
H -3.2363 -6.6075 7.8250
H -2.7479 -8.5318 3.0367
H -4.4673 -8.6100 3.5711
H -3.5727 -10.0946 3.1932
*
```


Density functional theory data (ωB97M-V with the def2-TZVPD basis set) for 11 unconnected molecules or ions with the total composition C43H87NO21.

Calculated values
Orbital gap (spin up / spin down), eV: 1.4 / 9.6

```
! RIJCOSX wB97M-V def2-TZVPD def2/J DEFGRID3
* xyz -1 2
C -18.6816 -21.0396 -0.9005
O -17.8893 -20.1417 -1.1630
N -20.0009 -20.8717 -1.1509
C -20.9900 -21.9166 -0.7199
C -20.6250 -19.6009 -1.6221
H -18.3120 -22.0042 -0.5195
H -20.6157 -22.9342 -0.6082
H -21.7486 -22.0435 -1.4923
H -21.4608 -21.4837 0.1627
H -19.9917 -18.9517 -2.2268
H -21.3741 -19.7119 -2.4061
H -20.7887 -19.0459 -0.6984
O -20.1521 -22.9052 -9.1696
C -21.1853 -22.3605 -9.6911
O -21.1606 -21.3376 -10.5988
C -20.0277 -20.4839 -10.8477
C -20.3241 -19.7415 -12.0496
C -22.5941 -23.0313 -9.5865
H -19.1660 -21.1451 -10.9400
H -19.8346 -19.6869 -10.1297
H -21.3175 -19.3172 -11.9041
H -20.3977 -20.2807 -12.9941
H -19.6377 -18.9226 -12.2647
H -23.3680 -22.3871 -9.1691
H -22.4908 -23.8177 -8.8387
H -22.9162 -23.5005 -10.5161
O -15.8697 -12.8547 -4.8008
C -15.2544 -13.7248 -5.3863
O -15.7238 -14.2973 -6.5119
C -16.6673 -13.7494 -7.3867
C -16.6686 -14.6588 -8.6250
C -13.8277 -14.2193 -4.9199
H -16.5243 -12.7081 -7.6757
H -17.6815 -13.7866 -6.9891
H -16.7020 -15.7260 -8.4057
H -15.7519 -14.3736 -9.1412
H -17.5019 -14.5525 -9.3194
H -13.2089 -13.3224 -4.9449
H -13.6248 -15.0581 -5.5859
H -13.8913 -14.7830 -3.9891
O -21.3833 -15.0436 -10.7946
C -22.4646 -14.5704 -10.4777
O -23.1761 -15.0275 -9.4580
C -22.6585 -16.0885 -8.6774
C -21.9899 -15.4276 -7.5139
C -23.1754 -13.7742 -11.5225
H -22.0622 -16.8022 -9.2459
H -23.5244 -16.6645 -8.3508
H -21.2958 -16.0959 -7.0043
H -22.7843 -15.4104 -6.7677
H -21.6065 -14.4239 -7.6972
H -22.4127 -13.2105 -12.0597
H -24.0085 -13.1454 -11.2082
H -23.5703 -14.5157 -12.2170
O -15.9242 -17.8897 -6.9198
C -17.0914 -18.2171 -7.0993
O -18.1662 -17.8141 -6.3959
C -18.1062 -17.1807 -5.1000
C -19.4257 -16.5173 -4.6881
C -17.5851 -19.0637 -8.2894
H -17.2831 -16.4838 -4.9419
H -17.8999 -18.0224 -4.4389
H -19.5362 -16.4158 -3.6085
H -20.3458 -16.9563 -5.0738
H -19.2406 -15.5425 -5.1394
H -17.5996 -18.4074 -9.1594
H -18.5758 -19.5118 -8.2127
H -16.8130 -19.8237 -8.4088
O -22.4764 -20.7389 -4.8375
C -21.8386 -20.5364 -5.8190
O -20.5016 -20.7121 -6.0334
C -19.7806 -21.4553 -5.0302
C -18.5142 -20.7477 -4.7580
C -22.4480 -19.7378 -6.9277
H -19.6723 -22.4794 -5.3875
H -20.3829 -21.5753 -4.1297
H -18.0452 -20.3173 -5.6429
H -17.7454 -21.3967 -4.3389
H -18.6398 -19.8628 -4.1342
H -23.4691 -19.5999 -6.5721
H -22.4570 -20.2526 -7.8884
H -21.6545 -18.9950 -7.0091
O -10.8347 -16.9719 -9.0907
C -11.4458 -16.2587 -8.2370
O -10.8757 -15.6641 -7.0930
C -9.4889 -15.8327 -6.7807
C -8.8875 -14.7879 -5.8260
C -12.8719 -16.0904 -8.2430
H -9.0089 -15.7701 -7.7573
H -9.2395 -16.7740 -6.2910
H -9.3632 -14.7088 -4.8486
H -8.8015 -13.8158 -6.3115
H -7.9057 -15.1041 -5.4735
H -13.1872 -15.0618 -8.0677
H -13.3544 -16.7331 -7.5066
H -13.1957 -16.5021 -9.1989
O -13.8167 -25.2321 -8.8515
C -14.2631 -25.2771 -7.7308
O -15.5182 -24.9392 -7.2482
C -16.4395 -24.3243 -8.1309
C -16.3479 -22.7901 -8.0159
C -13.3622 -25.7760 -6.6147
H -17.4902 -24.6122 -8.0953
H -16.1204 -24.6841 -9.1090
H -15.3536 -22.3733 -8.1761
H -16.6415 -22.4782 -7.0136
H -16.9501 -22.3212 -8.7941
H -12.6222 -26.5327 -6.8756
H -13.9712 -26.1362 -5.7856
H -12.8811 -24.8739 -6.2368
O -20.4138 -12.1568 -6.4173
C -21.2312 -11.6675 -5.6253
O -21.7319 -12.2532 -4.5945
C -21.4253 -13.5991 -4.3193
C -22.1129 -13.8955 -3.0418
C -21.8009 -10.3464 -5.9302
H -20.3615 -13.5752 -4.0825
H -21.6275 -14.3145 -5.1164
H -23.1417 -14.0897 -3.3449
H -21.7954 -13.2346 -2.2352
H -21.8700 -14.8480 -2.5706
H -21.3402 -9.8514 -6.7851
H -21.6242 -9.8318 -4.9857
H -22.8575 -10.5847 -6.0521
O -26.9753 -19.5620 -4.8726
C -26.4228 -18.5133 -5.1273
O -25.2673 -18.0165 -4.6202
C -24.6247 -18.8486 -3.6649
C -23.3794 -18.0588 -3.1678
C -27.1686 -17.6114 -6.1107
H -24.3379 -19.8766 -3.8865
H -25.1800 -18.8835 -2.7275
H -23.5585 -17.0076 -2.9418
H -22.4803 -18.1931 -3.7692
H -23.1502 -18.5817 -2.2394
H -26.5356 -17.4252 -6.9783
H -27.2894 -16.6096 -5.6987
H -28.1616 -17.9529 -6.4027
O -13.1488 -17.6557 -2.8232
C -12.1574 -17.2824 -3.5131
O -11.8929 -17.8449 -4.7701
C -12.7110 -18.8791 -5.2256
C -12.1225 -19.5645 -6.4515
C -11.1110 -16.4552 -2.8463
H -13.7640 -18.6652 -5.4091
H -12.7215 -19.6354 -4.4407
H -13.0140 -20.1303 -6.7223
H -11.3061 -20.2271 -6.1644
H -12.0285 -18.9407 -7.3404
H -10.7557 -16.9794 -1.9590
H -11.4468 -15.5102 -2.4194
H -10.4119 -16.2935 -3.6667
*
```